No. 1
Here is C11H19BBaClN2O9PS as an isolated structure at a distorted geometry from the Open Molecules 2025 dataset. Energies are from wB97M-V/def2-TZVPD.

```
46
Properties=species:S:1:pos:R:3:forces:R:3
C 2.116717 0.803317 4.163396 0.169 0.062 -1.763
C 1.705919 1.223972 3.087128 -0.452 -1.696 0.126
C 1.058242 1.367534 1.689722 0.817 1.625 0.672
C -0.496213 1.075634 1.710526 0.928 1.467 2.256
O -1.004521 2.027104 2.635133 0.133 -1.059 -0.653
O -0.706807 -0.191845 2.365105 -0.191 -1.284 -1.466
S 0.181142 -1.429885 1.713540 1.635 -0.403 2.443
O 0.430773 -2.381451 2.797697 -1.293 1.382 -2.224
O -0.875377 -2.094560 0.575264 -0.279 0.662 -0.264
C -0.981552 -1.256394 -0.553026 0.027 -0.360 -1.121
C 0.467234 -1.001642 -1.295688 0.712 1.036 1.235
C 1.372080 -2.357370 -1.386049 0.346 -3.809 0.160
O 0.806294 -3.486125 -1.416013 0.414 4.591 -0.503
N 2.820967 -2.380220 -1.492501 -1.735 1.498 0.094
C 3.216332 -1.664970 -2.748700 -0.412 -0.410 0.339
C 3.473674 -1.826384 -0.272971 1.198 0.110 0.353
C -1.872115 0.034178 -0.389222 1.924 -1.441 -0.010
P -3.611572 -0.507247 0.203832 -2.178 0.023 -0.037
O -3.652117 -2.190046 -0.100944 0.693 1.659 0.096
Cl -3.821781 -0.333021 2.260886 0.760 -0.423 -0.930
C -1.280373 1.303672 0.350062 -1.860 0.474 -0.587
N -0.598538 2.130321 -0.654362 0.380 -0.739 0.603
O -2.464875 2.059989 0.695606 0.412 -0.332 -1.143
B -2.857334 2.941713 -0.352816 -0.119 1.532 -0.964
O -2.675656 4.333043 -0.194903 0.495 -2.121 -0.137
O -3.402152 2.513210 -1.589992 0.959 0.008 1.355
H 2.667312 0.295344 4.978356 -0.863 0.955 -0.706
H 1.650759 0.833211 0.910039 -0.353 0.153 0.698
H 1.163030 2.465049 1.451387 -0.207 -1.029 0.055
H -0.981409 1.623931 3.523029 0.126 0.195 -0.313
H -1.557637 -1.916512 -1.325449 0.309 0.545 1.672
H 0.174751 -0.749874 -2.406748 6.189 6.287 10.966
H 1.003388 -0.099074 -0.919303 -0.145 -0.926 -0.040
H 2.440715 -1.937898 -3.537678 1.024 0.186 0.457
H 4.212580 -2.069153 -3.069428 -0.974 0.611 0.111
H 3.219030 -0.553979 -2.599105 0.244 -0.733 -0.298
H 4.351378 -2.472222 0.002018 -0.898 0.531 -0.316
H 3.885620 -0.809059 -0.495265 -0.450 -0.605 0.388
H 2.803641 -1.796563 0.619979 0.390 -0.058 -0.832
H -2.064694 0.388829 -1.453839 -0.240 -0.098 1.068
H -4.572243 -2.340848 -0.382838 0.278 -0.111 0.154
H -0.272280 1.626671 -1.467082 0.207 0.341 0.205
H 0.070899 2.795943 -0.281511 0.030 -0.237 -0.212
H -1.847427 4.415269 0.307116 -0.652 0.529 0.278
H -3.203781 3.204807 -2.242385 -0.495 -0.047 0.311
Ba -0.492006 -1.616380 -3.411989 -7.006 -8.542 -11.577
```
Positions in Å, forces in eV/Å.

Results
HOMO level, eV: -14.369
Total charge: +2
ΔE to the lowest compared entry with this formula, charge and spin, kJ/mol: 87.7
HOMO-LUMO gap, eV: 5.67

No. 2
Here is C27H38N6O4PPtS2 as an isolated structure at a distorted geometry from the Open Molecules 2025 dataset. Energies are from wB97M-V/def2-TZVPD.

```
79
Properties=species:S:1:pos:R:3:forces:R:3
Pt 1.209855 -0.314603 0.661817 -0.720 -1.333 0.324
O -1.314577 1.926266 3.566602 0.013 0.015 0.021
C -1.139179 1.097474 4.594594 0.013 -0.016 -0.008
C -1.872227 1.353770 5.753572 0.003 0.014 -0.003
C -1.730572 0.535721 6.847457 0.013 -0.010 -0.006
C -0.858509 -0.569662 6.832481 0.000 0.003 0.005
C -0.139183 -0.840927 5.707014 0.006 0.001 -0.006
C -0.259305 -0.020150 4.554300 -0.017 0.018 0.001
C 0.477983 -0.328158 3.374003 0.247 0.144 0.078
O 0.455146 0.430303 2.340402 -0.459 -0.048 -0.005
N 1.264530 -1.436346 3.371530 0.014 -0.203 -0.045
N 1.877705 -1.641599 2.213264 0.482 0.663 -0.077
C 2.669980 -2.718939 2.271647 -0.019 -0.054 -0.045
S 3.548150 -3.221858 0.894050 0.036 -0.002 0.111
C 4.036039 -4.824546 1.600877 0.017 0.002 0.003
C 4.208059 -4.630585 3.092289 0.011 0.003 -0.008
S 2.820543 -3.633491 3.708484 -0.020 -0.009 0.021
H -0.731000 1.666065 2.833487 -0.014 -0.016 -0.026
H -2.533908 2.208450 5.763888 -0.005 -0.005 -0.005
H -2.300673 0.749820 7.742002 0.001 -0.001 0.002
H -0.761977 -1.193789 7.708827 -0.002 -0.001 -0.001
H 0.536789 -1.682466 5.673641 -0.008 -0.002 -0.001
H 4.969297 -5.121195 1.125175 -0.008 -0.014 -0.008
H 3.259198 -5.550301 1.364172 -0.013 0.009 0.009
H 5.131996 -4.103831 3.328521 -0.002 0.000 0.006
H 4.194314 -5.580958 3.623338 -0.008 -0.002 -0.003
O -0.567645 0.018889 -0.299261 0.216 0.953 -0.046
P -1.136212 1.031321 -1.307289 0.184 0.036 -0.150
N -0.181751 2.363112 -1.384162 -0.064 0.023 0.110
C 0.887574 2.686567 -0.415624 0.049 0.019 -0.047
C 1.160853 4.171898 -0.648030 -0.018 -0.005 0.009
C -0.198962 4.710730 -1.082274 0.015 0.010 -0.004
C -0.703411 3.605601 -1.999783 -0.036 -0.002 0.003
N -2.648785 1.414918 -0.854615 -0.097 -0.273 0.089
C -2.944004 1.779272 0.545870 0.020 0.030 0.008
C -4.466817 1.937436 0.578024 -0.006 0.024 0.002
C -4.829951 2.255644 -0.871839 0.009 0.016 0.002
C -3.880234 1.366133 -1.662456 -0.004 0.052 -0.028
N -1.258070 0.418855 -2.813103 0.035 0.000 -0.033
C -1.794069 -0.941414 -3.027135 -0.064 0.012 0.001
C -1.355459 -1.306211 -4.451156 -0.007 -0.026 -0.012
C -1.056628 0.040089 -5.108810 -0.020 -0.002 0.003
C -0.463042 0.859294 -3.972512 0.071 -0.049 -0.001
H 1.777392 2.078025 -0.591874 -0.006 -0.016 0.006
H 0.547932 2.526304 0.612171 0.003 -0.018 0.008
H 1.888379 4.298472 -1.451477 -0.004 -0.003 -0.004
H 1.554492 4.652991 0.245159 0.008 0.009 -0.008
H -0.137993 5.671940 -1.588333 -0.009 0.004 0.006
H -0.859962 4.820529 -0.219572 -0.002 -0.010 0.001
H -0.294956 3.730463 -3.005242 0.000 -0.007 -0.003
H -1.791664 3.568821 -2.072241 0.006 0.007 -0.008
H -2.441794 2.716922 0.807336 0.000 0.007 -0.028
H -2.593848 1.004038 1.228749 -0.011 0.000 0.008
H -4.779274 2.712425 1.274723 -0.006 -0.013 0.012
H -4.934424 1.001268 0.886542 0.008 -0.009 -0.017
H -4.625637 3.305656 -1.092165 0.002 -0.001 -0.007
H -5.873535 2.056729 -1.106639 -0.001 0.002 0.005
H -3.695741 1.721111 -2.675160 0.012 -0.003 0.002
H -4.271994 0.346191 -1.718355 -0.001 0.003 0.008
H -2.880808 -0.947695 -2.928572 0.000 0.034 -0.031
H -1.396492 -1.633353 -2.279783 -0.025 -0.003 0.006
H -2.124330 -1.868931 -4.976369 0.016 -0.023 0.001
H -0.454412 -1.924617 -4.431042 0.021 0.036 0.021
H -1.982306 0.503661 -5.453558 0.001 0.008 0.007
H -0.381300 -0.037997 -5.958562 -0.006 -0.005 -0.005
H -0.562819 1.929269 -4.133982 -0.014 0.004 0.000
H 0.600107 0.631546 -3.835024 -0.004 0.000 0.015
O 1.854944 -0.630616 -1.215033 0.183 -0.047 -0.171
N 2.532710 -1.683024 -1.697120 0.000 0.041 0.027
C 1.840119 -2.737954 -2.152250 0.009 -0.008 0.049
C 2.505583 -3.786463 -2.746423 0.007 -0.009 0.001
C 3.887692 -3.729315 -2.876499 0.003 0.005 0.008
C 4.571112 -2.618811 -2.402183 -0.005 0.011 -0.034
C 3.865118 -1.594064 -1.809433 -0.020 0.046 -0.124
H 0.770771 -2.671557 -2.014536 -0.008 -0.010 0.003
H 1.938588 -4.628300 -3.116681 -0.002 -0.001 0.005
H 4.424459 -4.537298 -3.354461 -0.001 -0.001 -0.006
H 5.643582 -2.530869 -2.498967 0.001 0.002 0.000
H 4.298448 -0.682098 -1.426420 0.000 -0.003 0.011
```
Positions in Å, forces in eV/Å.

Results
HOMO level (spin up / spin down), eV: -13.445 / -13.448
Spin multiplicity: 2
Total charge: +2
HOMO-LUMO gap (spin up / spin down), eV: 7.50 / 5.32
⟨S²⟩: 0.767

No. 3
Here is C10H24CoN4OP2S as an isolated structure at a distorted geometry from the Open Molecules 2025 dataset. Energies are from wB97M-V/def2-TZVPD.

```
43
Properties=species:S:1:pos:R:3:forces:R:3
Co -0.790832 -0.576113 -0.163350 0.615 1.042 0.445
P -0.953372 -0.374814 1.969779 0.273 -0.078 3.596
P 0.578906 -2.243861 -0.366337 1.733 -1.893 0.730
N -1.240044 1.366227 -0.074656 -0.697 1.287 1.549
N 0.065299 0.022827 -1.791297 1.076 -0.207 -2.909
H -1.286201 2.911101 -1.420545 -0.099 0.519 -0.303
H -1.098366 0.927212 -3.332251 0.421 -0.202 0.248
H -2.509275 1.716232 -1.754584 0.100 -0.253 0.466
C -1.469724 1.847119 -1.434057 0.026 1.415 0.390
H 0.264609 1.907737 -2.743690 -0.313 -0.482 0.153
C -0.520946 1.187357 -2.426718 0.449 0.556 -0.220
H -1.715240 3.117079 0.889162 0.140 -0.088 0.267
H 1.434380 -0.327511 -3.400713 -0.320 -0.031 0.374
C -1.426750 2.066223 1.005189 -0.382 -0.396 -1.450
C 1.002415 -0.684249 -2.453532 -0.161 0.775 0.115
C -1.443277 1.413379 2.387971 -1.642 -1.086 -1.030
C 1.428907 -1.866583 -1.882445 0.112 0.094 -0.405
H -2.529792 1.200368 2.628025 0.665 0.514 -0.527
H 2.198835 -2.490886 -2.320781 -0.085 0.102 -0.043
H 1.672789 -2.339178 0.532261 -0.195 -0.406 -0.130
H 0.171135 -3.572565 -0.545146 0.277 -0.194 0.144
H 0.225302 -0.748381 2.699883 -0.824 0.208 0.146
H -2.028346 -1.205892 2.478179 0.922 0.664 0.261
H 2.048786 1.052653 0.422360 0.618 -0.325 0.966
C 3.030103 1.349827 0.937067 0.607 -0.236 -1.036
C 4.133458 0.423206 0.231412 0.583 -0.365 -0.528
C 3.065533 2.899829 0.836125 0.068 -0.031 0.366
O 3.379171 0.812332 2.122778 -1.515 0.365 0.818
H 4.420863 0.809657 -0.749387 -0.170 0.099 -0.011
H 5.065594 0.330129 0.831786 -0.657 0.382 -0.335
H 3.753321 -0.619472 0.138214 0.032 0.845 -0.014
H 2.029985 3.270816 0.858312 0.212 -0.117 -0.232
H 3.525894 3.363106 1.716007 0.208 -0.366 -0.140
H 3.569326 3.307864 -0.048130 -0.154 -0.326 0.079
H -1.213807 2.056530 3.251584 0.929 -0.555 -0.443
N -2.888188 -3.782376 -0.329732 -0.098 0.975 0.105
C -3.192440 -2.491816 -0.119183 0.219 -0.762 0.242
N -3.996630 -2.159012 0.890026 0.025 -0.448 -0.130
S -2.494976 -1.255646 -1.112142 -2.662 -1.003 -1.384
H -3.285659 -4.502417 0.258457 0.077 -0.134 -0.211
H -2.265809 -4.040757 -1.093504 -0.475 0.107 0.351
H -4.277452 -1.191827 1.022076 0.030 -0.434 -0.151
H -4.437485 -2.885455 1.455527 0.032 0.468 -0.178
```
Positions in Å, forces in eV/Å.

Results
HOMO level (spin up / spin down), eV: -13.968 / -14.861
Spin multiplicity: 6
Total charge: +2
HOMO-LUMO gap (spin up / spin down), eV: 8.03 / 6.34
⟨S²⟩: 8.810

For reference, calculated total energy by record: -67116.9834, -79938.4099, -85786.8926 eV.